Computed, not measured: the molecule CH3BrO2S in a non-equilibrium geometry, with ωB97M-V with the def2-TZVPD basis set.

Last column: Löwdin charge in e.
Positions of all 8 atoms, in Å:
C1 0.400 -0.725 -0.479  -0.253
O1 0.749 1.636 0.261  -0.386
O2 -0.550 0.098 1.924  -0.385
S1 -0.193 0.599 0.565  0.159
Br1 -2.005 1.216 -0.416  0.618
H1 1.412 -0.947 0.030  0.087
H2 -0.276 -1.701 -0.441  0.109
H3 0.464 -0.176 -1.445  0.050

Calculated values
Frontier orbital gap (spin up / spin down) (hartree): 0.2510 / 0.2273
E_LUMO (spin up / spin down) (eV): 0.59 / -4.85
Multiplicity: 3
Molecular weight (g/mol): 159.00
<S²>: 2.009